A 3-piece molecular cluster, C8H23O10PS overall. Source: OMol25; level of theory: the ωB97M-V functional and the def2-TZVPD basis.

CARTESIAN COORDINATES (ANGSTROEM)
O  -3.72212  1.31060  -1.60455
S  -2.98986  0.36193  -0.81231
O  -4.13753  -0.31337  0.14374
O  -2.69105  -0.98295  -1.73008
P  -3.68421  -1.60937  -2.87208
O  -3.43539  -3.03178  -3.01618
O  -5.14957  -1.14182  -2.50081
O  -3.39820  -0.71024  -4.13708
H  -3.74177  -1.05040  0.63679
H  -5.39173  -1.27305  -1.57539
H  -3.97259  0.06524  -4.16633
C  0.28166  0.84432  -2.06529
O  0.54002  2.07487  -1.41641
C  1.64454  2.01278  -0.53338
C  2.90484  2.60154  -1.12518
O  3.36110  1.86553  -2.24524
C  3.00506  2.43844  -3.48990
H  -0.45854  1.02888  -2.84318
H  1.17909  0.42385  -2.52451
H  -0.12408  0.11892  -1.35096
H  1.81972  0.97482  -0.22939
H  1.37591  2.58576  0.35988
H  3.69461  2.57164  -0.36847
H  2.73428  3.64857  -1.39605
H  3.61352  3.32486  -3.69921
H  1.94852  2.71496  -3.51891
H  3.19842  1.69122  -4.25729
C  0.47012  0.50637  2.92457
O  -0.13701  -0.63708  2.34943
C  0.79478  -1.58471  1.85232
C  1.01394  -2.73238  2.81261
O  1.61155  -2.30856  4.02430
C  0.69499  -2.15023  5.09071
H  -0.29914  1.04841  3.47223
H  1.27324  0.23881  3.61483
H  0.87346  1.16286  2.14796
H  1.75100  -1.09916  1.63119
H  0.39381  -1.98184  0.91449
H  1.69103  -3.45391  2.34624
H  0.06392  -3.23965  3.01077
H  0.37183  -3.12370  5.47508
H  -0.18371  -1.57665  4.78617
H  1.21154  -1.61432  5.88490

Kohn-Sham gap (hartree): 0.3500
Calculated total energy (eV): -49268.3544
LUMO level (eV): 0.15

Okay, here come the Löwdin numbers, in e, for every atom: number 1, O, carries -0.379; number 2, S, carries 0.904; number 3, O, carries -0.264; number 4, O, carries -0.424; number 5, P, carries 0.293; number 6, O, carries -0.216; number 7, O, carries -0.094; number 8, O, carries -0.077; number 9, H, carries 0.081; number 10, H, carries 0.084; number 11, H, carries 0.094; number 12, C, carries -0.111; number 13, O, carries -0.182; number 14, C, carries -0.213; number 15, C, carries -0.203; number 16, O, carries -0.187; number 17, C, carries -0.109; number 18, H, carries 0.093; number 19, H, carries 0.091; number 20, H, carries 0.063; number 21, H, carries 0.118; number 22, H, carries 0.119; number 23, H, carries 0.127; number 24, H, carries 0.128; number 25, H, carries 0.089; number 26, H, carries 0.084; number 27, H, carries 0.090; number 28, C, carries -0.099; number 29, O, carries -0.198; number 30, C, carries -0.208; number 31, C, carries -0.206; number 32, O, carries -0.188; number 33, C, carries -0.111; number 34, H, carries 0.093; number 35, H, carries 0.088; number 36, H, carries 0.066; number 37, H, carries 0.124; number 38, H, carries 0.124; number 39, H, carries 0.128; number 40, H, carries 0.127; number 41, H, carries 0.089; number 42, H, carries 0.082; number 43, H, carries 0.090